Entry w
{
  "formula": "C2H6O2",
  "method": "wB97M-V/def2-TZVPD",
  "species": ["O", "C", "O", "H", "H", "C", "H", "H", "H", "H"],
  "xyz": [[-2.011, -2.278, -6.708], [-1.447, -1.631, -5.833], [-2.142, -0.867, -4.989], [-0.492, -1.341, -5.946], [-3.023, -0.983, -5.404], [1.854, 1.343, 5.790], [2.487, 1.262, 6.666], [0.826, 1.145, 6.157], [2.006, 0.866, 4.757], [1.944, 2.483, 5.511]]
}

***

Entry x
{
  "formula": "C2H6O2",
  "method": "wB97M-V/def2-TZVPD",
  "species": ["C", "C", "O", "O", "H", "H", "H", "H", "H", "H"],
  "xyz": [[-0.732, -0.450, -0.246], [0.019, 0.473, 0.518], [0.748, -1.556, -0.421], [0.760, 1.391, -0.135], [1.214, 1.962, 0.499], [1.316, -1.340, -1.177], [-0.958, -0.208, -1.275], [-1.281, -1.216, 0.282], [0.293, 0.219, 1.537], [-1.379, 0.725, 0.417]]
}

***

The structure with the most favorable energy is entry w; the runner-up is 318.2 kJ/mol above it.

***

Entry w
{
  "formula": "CHF2O3S",
  "method": "wB97M-V/def2-TZVPD",
  "total_charge": -1,
  "species": ["C", "O", "O", "O", "F", "F", "S", "H"],
  "xyz": [[-1.677, 0.262, -0.044], [2.839, 0.752, 0.024], [2.322, -1.634, -0.389], [0.602, -0.168, 0.684], [-2.144, 1.457, 0.411], [-1.679, 0.314, -1.402], [2.035, -0.424, 0.402], [-2.299, -0.557, 0.314]]
}

***

Entry x
{
  "formula": "CHF2O3S",
  "method": "wB97M-V/def2-TZVPD",
  "total_charge": -1,
  "species": ["O", "S", "O", "O", "C", "F", "F", "H"],
  "xyz": [[1.037, -2.051, 0.421], [0.816, -1.665, -0.969], [1.921, -1.031, -1.624], [0.089, -2.656, -1.727], [-0.511, -0.247, -0.829], [-0.034, 0.788, -0.132], [-0.972, 0.161, -2.043], [-1.390, -0.883, -0.363]]
}

***

The structure with the most favorable energy is entry x; the runner-up is 282.7 kJ/mol above it.

***

Entry w
{
  "formula": "C4H12NO",
  "method": "wB97M-V/def2-TZVPD",
  "total_charge": 1,
  "species": ["C", "O", "H", "H", "H", "H", "C", "C", "C", "N", "H", "H", "H", "H", "H", "H", "H", "H"],
  "xyz": [[-0.773, -0.258, -2.772], [-0.039, 0.764, -2.076], [-1.121, 0.097, -3.739], [-0.091, -1.087, -2.962], [-1.615, -0.628, -2.183], [-0.531, 1.576, -2.106], [-0.692, 0.591, 2.938], [-0.259, 0.296, 1.547], [0.707, -0.554, 1.244], [1.114, -0.820, -0.142], [-0.047, 0.126, 3.681], [-0.709, 1.670, 3.097], [-1.707, 0.246, 3.138], [-0.785, 0.811, 0.749], [1.252, -1.099, 2.001], [0.636, -0.154, -0.813], [2.124, -0.695, -0.239], [0.853, -1.771, -0.405]]
}

***

Entry x
{
  "formula": "C4H12NO",
  "method": "wB97M-V/def2-TZVPD",
  "total_charge": 1,
  "species": ["C", "O", "C", "C", "H", "H", "H", "H", "H", "H", "C", "N", "H", "H", "H", "H", "H", "H"],
  "xyz": [[0.304, -1.303, 1.580], [0.099, -2.369, 2.475], [-0.625, -1.456, 0.410], [-1.735, -0.744, 0.251], [1.349, -1.290, 1.233], [0.109, -0.330, 2.067], [0.941, -2.678, 2.818], [-0.396, -2.245, -0.304], [-2.348, -0.898, -0.630], [-2.116, -0.088, 1.024], [0.573, 1.998, -2.062], [0.518, 1.370, -0.702], [-0.239, 2.714, -2.149], [1.512, 2.530, -2.157], [0.519, 1.207, -2.798], [-0.221, 0.641, -0.619], [0.360, 2.049, 0.041], [1.396, 0.892, -0.478]]
}

***

The structure with the most favorable energy is entry w; the runner-up is 53.6 kJ/mol above it.

***

Entry w
{
  "formula": "C4H12NO",
  "method": "wB97M-V/def2-TZVPD",
  "total_charge": 1,
  "species": ["O", "C", "C", "N", "C", "C", "H", "H", "H", "H", "H", "H", "H", "H", "H", "H", "H", "H"],
  "xyz": [[3.430, -0.797, 0.565], [2.355, 0.085, 0.673], [1.568, 0.068, -0.720], [0.440, 0.801, -0.438], [-2.644, 0.610, 0.190], [-2.150, -0.781, -0.195], [3.334, -1.432, 1.295], [2.751, 1.087, 0.836], [1.573, -0.021, 1.439], [1.372, -1.009, -0.916], [2.170, 0.472, -1.536], [-1.986, 1.147, 0.874], [0.152, 1.478, -1.168], [-2.862, 1.178, -0.718], [-3.550, 0.494, 0.780], [-2.871, -1.290, -0.832], [-1.876, -1.394, 0.665], [-1.205, -0.696, -0.794]]
}

***

Entry x
{
  "formula": "C4H12NO",
  "method": "wB97M-V/def2-TZVPD",
  "total_charge": 1,
  "species": ["C", "C", "C", "C", "N", "O", "H", "H", "H", "H", "H", "H", "H", "H", "H", "H", "H", "H"],
  "xyz": [[1.615, -0.931, -0.013], [0.336, -0.641, 2.058], [-0.774, -1.046, 0.036], [-1.111, 1.843, -1.845], [0.288, -0.874, 0.634], [-0.615, 1.253, -0.673], [2.302, -1.356, 0.754], [1.456, -1.826, -0.826], [1.848, 0.048, -0.433], [-0.579, -0.248, 2.337], [0.180, -1.629, 2.629], [1.214, -0.126, 2.376], [-0.763, -1.131, -1.031], [-1.686, -0.856, 0.687], [0.184, 1.732, -0.467], [-2.034, 1.229, -2.081], [-0.321, 1.772, -2.576], [-1.540, 2.786, -1.567]]
}

***

Entry y
{
  "formula": "C4H12NO",
  "method": "wB97M-V/def2-TZVPD",
  "total_charge": 1,
  "species": ["C", "N", "H", "H", "H", "H", "C", "C", "C", "O", "H", "H", "H", "H", "H", "H", "H", "H"],
  "xyz": [[-1.808, -2.134, 0.501], [-0.905, -1.950, -0.368], [-2.614, -2.826, 0.298], [-1.738, -1.601, 1.440], [-0.091, -1.282, -0.201], [-0.971, -2.423, -1.266], [0.189, 1.290, 1.223], [1.078, 0.923, 0.058], [0.505, 1.337, -1.284], [1.279, -0.524, 0.107], [0.639, 1.005, 2.173], [-0.800, 0.837, 1.141], [0.039, 2.369, 1.219], [2.050, 1.384, 0.213], [0.528, 2.413, -1.395], [-0.535, 1.026, -1.371], [1.071, 0.913, -2.115], [2.083, -0.755, -0.372]]
}

***

The structure with the most favorable energy is entry y; the runner-up is 177.0 kJ/mol above it.

***

Entry w
{
  "formula": "C4H12NO",
  "method": "wB97M-V/def2-TZVPD",
  "total_charge": 1,
  "species": ["C", "C", "C", "C", "N", "H", "H", "H", "H", "H", "H", "H", "H", "H", "H", "H", "H", "O"],
  "xyz": [[-0.025, 1.343, -0.258], [1.005, 0.537, -1.071], [0.563, -0.924, -1.120], [0.726, -1.780, -0.097], [0.249, 1.133, 1.222], [-1.015, 0.933, -0.440], [-0.093, 2.410, -0.429], [1.958, 0.587, -0.536], [1.123, 0.973, -2.054], [-0.041, -1.183, -1.981], [0.001, -2.584, -0.153], [1.439, -1.694, 0.709], [1.255, 1.049, 1.379], [-0.244, 0.274, 1.486], [-0.175, 1.858, 1.774], [-3.015, -1.020, 0.651], [-1.596, -1.239, 0.171], [-2.114, -0.674, 0.747]]
}

***

Entry x
{
  "formula": "C4H12NO",
  "method": "wB97M-V/def2-TZVPD",
  "total_charge": 1,
  "species": ["C", "C", "C", "C", "N", "H", "H", "H", "H", "H", "H", "H", "H", "H", "H", "H", "H", "O"],
  "xyz": [[-2.297, -1.395, -1.401], [-1.848, -1.306, 0.045], [-0.345, -1.008, 0.108], [0.218, 0.041, 0.669], [1.682, 0.352, 0.589], [-2.373, -0.392, -1.828], [-3.255, -1.904, -1.420], [-1.526, -1.837, -2.038], [-1.852, -2.252, 0.594], [-2.465, -0.590, 0.582], [0.225, -1.722, -0.481], [-0.269, 0.772, 1.300], [1.788, 1.374, 0.699], [2.189, -0.191, 1.290], [2.012, -0.004, -0.307], [3.213, 3.469, -0.043], [2.172, 3.615, 1.043], [2.730, 2.977, 0.599]]
}

***

The structure with the most favorable energy is entry x; the runner-up is 23.0 kJ/mol above it.

***

Entry w
{
  "formula": "C3H10NO",
  "method": "wB97M-V/def2-TZVPD",
  "spin_multiplicity": 2,
  "s2": 0.75,
  "species": ["C", "O", "H", "H", "H", "H", "C", "C", "N", "H", "H", "H", "H", "H", "H"],
  "xyz": [[-2.174, -1.113, 0.517], [-1.257, -1.245, -0.605], [-2.517, -0.102, 0.726], [-1.748, -1.668, 1.353], [-3.118, -1.565, 0.178], [-1.530, -2.081, -0.981], [0.991, 1.827, 0.380], [2.140, -0.094, -0.772], [1.020, 0.576, -0.408], [1.885, 1.870, 0.996], [0.734, 2.616, -0.320], [0.163, 1.684, 1.075], [3.129, 0.322, -0.634], [2.156, -1.161, -0.956], [0.126, 0.135, -0.547]]
}

***

Entry x
{
  "formula": "C3H10NO",
  "method": "wB97M-V/def2-TZVPD",
  "spin_multiplicity": 2,
  "s2": 0.76,
  "species": ["C", "C", "C", "N", "H", "H", "H", "H", "H", "H", "H", "H", "H", "H", "O"],
  "xyz": [[-0.443, 2.532, 0.519], [-0.565, 1.050, 0.761], [-0.432, -0.023, -0.151], [-0.373, -1.316, 0.490], [-0.922, 2.906, -0.359], [-0.706, 3.188, 1.396], [0.615, 2.773, 0.407], [-0.841, 0.726, 1.773], [-0.114, 0.072, -1.159], [-0.870, -1.322, 1.409], [-0.924, -2.006, -0.058], [0.585, -1.679, 0.725], [2.154, -1.752, -1.604], [1.402, -2.763, -2.517], [1.432, -2.387, -1.632]]
}

***

The structure with the most favorable energy is entry w; the runner-up is 126.7 kJ/mol above it.